1.
Formula: C9H15PS
Source: OMol25
Level of theory: ωB97M-V/def2-TZVPD

Geometry as XYZ:
```
26
Properties=species:S:1:pos:R:3
C 1.598 -1.479 -0.009
P -0.225 -1.305 0.239
C -0.292 -0.420 1.831
C 0.635 0.493 2.237
C 0.363 0.999 3.474
C -0.816 0.555 4.004
S -1.657 -0.435 2.904
C -0.634 0.047 -0.900
C 0.181 1.330 -0.894
C -0.590 -0.668 -2.263
C -2.098 0.501 -0.634
H 1.726 -2.367 -0.593
H 2.019 -1.504 0.954
H 1.917 -0.521 -0.520
H 1.496 0.697 1.705
H 1.041 1.581 4.010
H -1.326 0.908 4.765
H 0.354 1.687 0.144
H 1.182 1.259 -1.420
H -0.247 2.060 -1.648
H 0.367 -0.458 -2.711
H -1.398 -0.261 -2.869
H -0.687 -1.758 -1.994
H -2.630 -0.395 -0.464
H -2.209 0.972 0.342
H -2.374 1.120 -1.438
```

Results
Maximum force (eV/Å): 4.715
Structure (SMILES): CP(c1cccs1)C(C)(C)C
Energy (a.u.): -1091.412967



2.
Formula: C16H48O8
Source: OMol25
Level of theory: ωB97M-V/def2-TZVPD

Geometry as XYZ:
```
72
Properties=species:S:1:pos:R:3
C -27.184 -22.579 13.750
C -26.857 -23.187 15.090
C -25.359 -23.135 15.334
O -27.550 -22.515 16.177
H -27.982 -23.095 13.212
H -26.342 -22.529 13.057
H -27.517 -21.539 13.864
H -27.192 -24.225 15.136
H -24.954 -22.153 15.085
H -24.833 -23.910 14.771
H -25.156 -23.344 16.382
H -27.651 -21.587 15.945
C -26.309 -25.710 11.137
C -25.159 -25.595 12.127
C -24.070 -26.568 11.715
O -24.645 -24.255 12.003
H -26.149 -25.056 10.285
H -27.256 -25.422 11.604
H -26.425 -26.747 10.822
H -25.514 -25.824 13.137
H -23.106 -26.405 12.199
H -23.864 -26.326 10.660
H -24.328 -27.627 11.705
H -24.143 -24.079 12.810
C -20.177 -25.452 14.864
C -21.226 -26.553 14.630
C -20.875 -27.815 15.391
O -22.525 -26.084 15.028
H -20.356 -24.629 14.165
H -19.178 -25.836 14.647
H -20.182 -25.063 15.886
H -21.225 -26.697 13.549
H -20.990 -27.659 16.463
H -19.867 -28.167 15.169
H -21.569 -28.610 15.093
H -22.465 -25.621 15.877
C -17.291 -29.856 12.049
C -18.313 -29.974 13.158
C -19.308 -31.089 12.923
O -17.670 -30.115 14.419
H -17.769 -29.925 11.067
H -16.555 -30.655 12.129
H -16.835 -28.867 12.076
H -18.892 -29.047 13.208
H -20.026 -31.191 13.731
H -18.769 -32.054 12.882
H -19.779 -30.994 11.944
H -17.277 -30.995 14.446
C -25.135 -27.647 16.106
O -24.605 -27.925 14.799
H -26.085 -28.166 16.196
H -24.406 -27.979 16.849
H -25.280 -26.572 16.225
H -24.000 -27.175 14.645
C -23.794 -30.973 14.370
O -23.091 -30.224 13.352
H -23.579 -32.026 14.199
H -23.448 -30.666 15.357
H -24.871 -30.828 14.255
H -23.327 -29.299 13.494
C -22.072 -26.350 19.028
O -23.036 -25.790 18.145
H -22.121 -27.440 18.985
H -21.089 -26.039 18.679
H -22.221 -25.990 20.043
H -23.795 -25.501 18.658
C -18.555 -22.251 17.075
O -19.075 -23.207 18.025
H -17.469 -22.349 16.993
H -19.059 -22.412 16.131
H -18.755 -21.232 17.427
H -19.015 -22.836 18.907
```

Results
Maximum force (eV/Å): 1.560
Structure (SMILES): CC(C)O.CC(C)O.CC(C)O.CC(C)O.CO.CO.CO.CO
Energy (a.u.): -1240.230529



3.
Formula: C6H12O
Source: OMol25
Level of theory: ωB97M-V/def2-TZVPD

Geometry as XYZ:
```
19
Properties=species:S:1:pos:R:3
C 1.595 -0.327 -0.863
C 0.695 0.570 -0.034
O 0.318 1.682 -0.910
C -0.021 2.777 -0.297
C -0.594 -0.066 0.493
C -0.315 -0.994 1.675
C -1.389 -0.770 -0.607
H 2.507 0.206 -1.148
H 1.881 -1.218 -0.296
H 1.087 -0.646 -1.778
H 1.240 1.019 0.804
H -0.296 3.444 -1.152
H -1.184 0.783 0.866
H 0.231 -0.474 2.471
H 0.271 -1.871 1.376
H -1.257 -1.359 2.098
H -0.893 -1.693 -0.928
H -1.506 -0.125 -1.485
H -2.388 -1.040 -0.248
```

Results
Maximum force (eV/Å): 0.552
Energy (a.u.): -310.949966



4.
Formula: C3H9N3
Source: OMol25
Level of theory: ωB97M-V/def2-TZVPD

Geometry as XYZ:
```
15
Properties=species:S:1:pos:R:3
C -1.962 0.031 -0.123
C -0.628 0.599 -0.434
C 1.986 -0.143 -0.341
N -1.669 1.233 0.306
N -2.964 -0.793 -0.051
N 1.027 -0.208 0.643
H -0.107 0.895 -1.229
H 1.652 -0.629 -1.163
H 2.272 0.962 -0.503
H 3.081 -0.521 0.018
H -1.973 2.194 0.170
H -2.966 -1.814 -0.276
H -3.724 -0.603 0.612
H 1.304 0.502 1.336
H 0.616 -1.137 0.947
```

Results
Total charge: +2
Maximum force (eV/Å): 6.943
Energy (a.u.): -283.145071



5.
Formula: C16H10F3N4O6S
Source: OMol25
Level of theory: ωB97M-V/def2-TZVPD

Geometry as XYZ:
```
40
Properties=species:S:1:pos:R:3
N -2.401 0.067 1.909
C -1.358 0.591 1.996
C -0.073 1.239 2.105
C 1.104 0.469 2.110
C 2.333 1.125 2.148
N 3.628 0.605 2.151
O 4.097 -0.514 2.149
O 4.483 1.744 2.237
N 3.763 2.913 2.255
C 2.459 2.523 2.185
C 1.253 3.321 2.218
N 1.256 4.766 2.301
O 2.294 5.432 2.127
O 0.143 5.298 2.548
C 0.017 2.651 2.210
H 1.086 -0.616 2.125
H -0.895 3.244 2.275
C -4.991 -2.371 -0.960
C -3.580 -2.020 -1.313
C -3.309 -1.008 -2.249
C -2.006 -0.651 -2.543
C -0.897 -1.295 -1.895
C 0.412 -0.856 -2.140
S 1.787 -1.601 -1.396
C 3.177 -0.574 -2.137
F 4.355 -1.040 -1.687
F 3.160 -0.640 -3.489
F 3.047 0.725 -1.769
O 1.848 -1.311 0.023
O 2.000 -2.958 -1.855
C -1.198 -2.364 -0.988
C -2.508 -2.692 -0.701
H -5.005 -3.211 -0.261
H -5.507 -1.526 -0.489
H -5.573 -2.647 -1.847
H -4.143 -0.496 -2.737
H -1.777 0.141 -3.262
H 0.629 -0.072 -2.863
H -0.380 -2.912 -0.515
H -2.731 -3.480 0.023
```

Results
Total charge: -1
Maximum force (eV/Å): 3.217
Energy (a.u.): -1983.717852



6.
Formula: C33H31F5IrN8PSTe
Source: OMol25
Level of theory: ωB97M-V/def2-TZVPD

Geometry as XYZ:
```
81
Properties=species:S:1:pos:R:3
Ir 0.023 -0.071 -1.548
C 1.902 5.137 -0.293
N 1.596 3.993 -1.149
C 2.078 3.814 -2.426
C 1.655 2.589 -2.834
N 0.922 2.022 -1.815
C 0.863 2.916 -0.816
P -2.591 1.874 -0.568
C -2.143 1.720 -2.302
N -1.267 0.869 -2.817
C -1.228 1.062 -4.166
C -2.103 2.063 -4.476
N -2.667 2.476 -3.301
C -3.633 3.565 -3.147
C -2.684 0.095 -0.250
N -1.783 -0.815 -0.605
C -2.234 -2.037 -0.184
C -3.422 -1.864 0.451
N -3.699 -0.519 0.408
C -4.831 0.134 1.068
H 2.919 5.055 0.084
H 1.807 6.061 -0.855
H 1.217 5.155 0.549
H 2.675 4.555 -2.937
H 1.817 2.092 -3.777
H -0.595 0.481 -4.817
H -2.364 2.495 -5.428
H -4.054 3.812 -4.117
H -4.435 3.266 -2.478
H -3.146 4.449 -2.739
H -1.688 -2.948 -0.368
H -4.083 -2.572 0.924
H -5.698 -0.520 1.035
H -4.593 0.345 2.110
H -5.067 1.065 0.564
N 1.860 -3.364 -0.429
C 2.231 -2.336 0.322
S 1.654 -0.737 0.015
N 3.024 -2.460 1.375
C 3.576 -3.593 2.052
C 4.568 -3.315 2.986
C 5.140 -4.338 3.721
C 4.728 -5.650 3.527
C 3.725 -5.921 2.614
C 3.137 -4.899 1.879
H 1.317 -3.173 -1.257
H 2.333 -4.249 -0.363
H 3.305 -1.577 1.773
H 4.897 -2.291 3.138
H 5.906 -4.107 4.449
H 5.180 -6.451 4.097
H 3.379 -6.938 2.477
H 2.313 -5.146 1.225
F 2.532 -1.489 -2.872
C 1.410 -1.949 -3.451
C 0.174 -1.560 -2.952
C -0.926 -2.078 -3.624
F -2.170 -1.756 -3.231
C -0.814 -2.929 -4.707
F -1.903 -3.385 -5.312
C 0.438 -3.299 -5.164
F 0.559 -4.108 -6.200
C 1.561 -2.805 -4.526
F 2.772 -3.149 -4.943
C -1.044 3.195 2.008
Te -0.026 1.685 0.844
C -0.458 0.453 2.698
C -0.691 1.454 3.781
C -0.570 1.100 5.125
C -0.892 2.006 6.122
C -1.309 3.289 5.786
C -1.371 3.667 4.456
C -1.054 2.757 3.448
H -2.050 3.331 1.626
H -0.524 4.149 1.901
H 0.299 -0.286 2.940
H -1.372 -0.050 2.357
H -0.256 0.095 5.385
H -0.825 1.710 7.162
H -1.566 4.002 6.560
H -1.662 4.679 4.196
```

Results
Total charge: +2
Maximum force (eV/Å): 2.274
Energy (a.u.): -3324.797986